{
  "formula": "C43H60AsBrCsGeO5P2",
  "method": "ωB97M-V/def2-TZVPD",
  "charge": 0,
  "multiplicity": 2,
  "largest_force_ha_per_bohr": 0.0471,
  "orbital_gap_ev": [6.83, 5.84],
  "species": ["Cs", "C", "C", "C", "C", "O", "Ge", "O", "C", "C", "C", "C", "O", "C", "C", "C", "C", "H", "H", "H", "H", "H", "H", "H", "H", "H", "H", "H", "H", "H", "H", "H", "H", "H", "H", "H", "H", "H", "H", "H", "H", "H", "H", "H", "C", "P", "C", "C", "C", "P", "C", "C", "H", "H", "H", "H", "H", "H", "H", "H", "H", "H", "H", "H", "H", "H", "H", "H", "C", "C", "C", "C", "C", "C", "As", "C", "C", "C", "C", "C", "C", "C", "C", "C", "C", "C", "C", "H", "H", "H", "H", "H", "H", "H", "H", "H", "H", "H", "H", "H", "Br", "C", "C", "C", "C", "C", "C", "C", "O", "O", "H", "H", "H", "H"],
  "xyz": [[0.69385, 0.29254, 0.39933], [4.88592, -2.49094, 1.70655], [4.27778, -1.23934, 1.07610], [4.19037, -1.40092, -0.44053], [5.15440, -0.03662, 1.42673], [2.97834, -0.96296, 1.56965], [1.80414, -2.30728, 2.23045], [1.15221, -2.64443, 0.48762], [0.78222, -3.95951, 0.08974], [-0.72321, -4.11947, 0.30726], [1.51892, -5.07721, 0.82602], [1.11220, -4.06863, -1.39927], [0.59185, -0.87196, 2.61091], [-0.51255, -0.92701, 3.49963], [-0.48259, -2.16332, 4.38821], [-1.79369, -0.92552, 2.65716], [-0.45280, 0.33604, 4.35755], [5.92740, -2.60197, 1.39707], [4.35271, -3.39568, 1.41000], [4.85395, -2.42418, 2.79446], [5.16283, -1.60744, -0.89447], [3.80572, -0.47417, -0.87284], [3.49231, -2.19918, -0.68861], [6.13602, -0.10145, 0.95137], [5.30751, 0.01896, 2.50606], [4.66524, 0.88819, 1.11758], [-0.95791, -4.04355, 1.37127], [-1.09331, -5.08079, -0.05609], [-1.26547, -3.32814, -0.21292], [1.28384, -5.11054, 1.88912], [2.60130, -4.97076, 0.72739], [1.23354, -6.03460, 0.38514], [0.59897, -3.28351, -1.95472], [0.80337, -5.03227, -1.80947], [2.18508, -3.95608, -1.55989], [-0.58255, -3.08129, 3.80558], [-1.30891, -2.12753, 5.10167], [0.45223, -2.22149, 4.94599], [-1.75718, -1.72552, 1.91407], [-1.94049, 0.03004, 2.14167], [-2.67394, -1.08566, 3.28714], [0.45001, 0.33139, 4.96998], [-1.31832, 0.41270, 5.01970], [-0.42373, 1.22003, 3.71795], [2.26837, 1.39189, -2.76421], [2.60027, 2.45586, -1.28291], [4.38219, 2.69277, -1.25848], [1.85670, 4.08511, -1.61906], [0.61394, 4.11599, -2.50083], [-0.84208, 3.10610, -1.96470], [-1.49372, 4.14362, -0.60829], [-1.99437, 3.64773, -3.28928], [2.59964, 1.87632, -3.69105], [1.20087, 1.18599, -2.83705], [2.81136, 0.45358, -2.65934], [4.71834, 3.10805, -2.21188], [4.87499, 1.73402, -1.10342], [4.64761, 3.36422, -0.44572], [2.63643, 4.69058, -2.09712], [1.67054, 4.53925, -0.64403], [0.87155, 3.78416, -3.51148], [0.30094, 5.16214, -2.59464], [-1.63892, 5.18212, -0.91821], [-0.83620, 4.09702, 0.25816], [-2.46183, 3.73762, -0.30737], [-1.91990, 4.72425, -3.46494], [-3.01459, 3.42086, -2.98503], [-1.79709, 3.11745, -4.22159], [-5.06199, -4.34376, -0.41961], [-4.94907, -3.38556, 0.57668], [-4.19215, -2.24462, 0.35968], [-3.55048, -2.04463, -0.85856], [-3.66888, -3.00667, -1.85421], [-4.42025, -4.15227, -1.63269], [-2.46914, -0.42774, -1.04788], [-2.13653, -0.50904, -2.95915], [-1.07378, -1.13411, -3.58930], [-0.98278, -1.10027, -4.97499], [-1.95125, -0.44036, -5.71929], [-3.01242, 0.19483, -5.09203], [-3.11020, 0.16660, -3.70472], [-4.13388, 0.84993, -2.89684], [-5.19768, 1.59866, -3.39103], [-6.03035, 2.27148, -2.51032], [-5.81246, 2.20457, -1.14108], [-4.76475, 1.44338, -0.63840], [-3.93568, 0.76287, -1.51449], [-5.64527, -5.23886, -0.24928], [-5.44276, -3.52888, 1.52916], [-4.09971, -1.51683, 1.15912], [-3.17388, -2.87238, -2.80805], [-4.50075, -4.89665, -2.41450], [-0.31897, -1.65554, -3.01242], [-0.15688, -1.59116, -5.47325], [-1.87662, -0.41809, -6.79889], [-3.75131, 0.71664, -5.68687], [-5.37020, 1.67515, -4.45678], [-6.85388, 2.85994, -2.89332], [-6.46444, 2.73955, -0.46304], [-4.60694, 1.37934, 0.43231], [3.71523, 2.94322, 7.51798], [3.12008, 2.88675, 5.71820], [2.46398, 3.98496, 5.18527], [2.02504, 3.93279, 3.87159], [2.26578, 2.80217, 3.10476], [2.92182, 1.70435, 3.64617], [3.34362, 1.74514, 4.96535], [1.74374, 2.73175, 1.69601], [0.54020, 2.66097, 1.46154], [2.67169, 2.65092, 0.80199], [2.29215, 4.86103, 5.79411], [1.48470, 4.77059, 3.45060], [3.06662, 0.81314, 3.04759], [3.83808, 0.89099, 5.40797]],
  "forces_ev_per_a": [[-0.4, -0.8, -2.2], [0.1, -0.1, -0.1], [-0.1, 0.1, 0.1], [0.0, 0.0, -0.1], [0.0, 0.0, 0.0], [0.1, -0.1, 0.3], [0.2, 0.0, 0.4], [0.1, -0.4, 0.0], [-0.2, 0.3, -0.2], [0.0, 0.0, 0.0], [0.1, -0.1, 0.0], [-0.1, -0.1, 0.0], [0.2, -0.8, 1.1], [0.1, 0.1, -0.1], [-0.1, -0.1, 0.1], [-0.2, 0.0, 0.2], [0.0, 0.0, 0.1], [0.0, 0.0, 0.0], [0.0, 0.0, 0.0], [0.0, 0.0, 0.0], [0.0, 0.0, 0.0], [0.0, 0.1, 0.0], [0.0, 0.0, 0.0], [0.0, 0.0, 0.0], [0.0, 0.0, 0.0], [0.0, 0.0, 0.0], [0.0, 0.0, 0.0], [0.0, 0.0, 0.0], [0.0, 0.0, 0.0], [-0.1, 0.0, 0.0], [0.0, 0.0, 0.0], [0.0, 0.0, 0.0], [0.0, 0.0, 0.0], [0.0, 0.0, 0.0], [0.0, 0.0, 0.0], [0.0, 0.0, 0.0], [0.0, 0.0, 0.0], [0.0, 0.0, 0.0], [0.0, 0.0, 0.0], [0.1, 0.0, 0.0], [0.0, 0.0, 0.0], [0.0, 0.0, 0.0], [0.0, 0.0, 0.0], [0.0, 0.0, 0.0], [0.2, 0.4, -0.2], [-0.4, -0.2, 0.1], [0.2, 0.0, -0.2], [0.2, 0.1, 0.0], [0.0, 0.1, -0.1], [-0.1, 0.0, 0.1], [-0.1, 0.1, 0.1], [0.0, 0.0, -0.1], [0.0, 0.0, 0.1], [0.0, 0.0, 0.0], [0.0, 0.0, 0.1], [0.0, 0.0, 0.0], [0.0, 0.0, 0.1], [0.0, 0.0, 0.0], [0.0, 0.0, 0.1], [-0.1, 0.0, 0.0], [0.0, 0.0, 0.0], [0.0, -0.1, 0.0], [0.0, 0.0, 0.0], [0.0, 0.0, 0.0], [0.0, 0.0, 0.0], [0.0, 0.0, 0.0], [-0.1, -0.1, 0.0], [0.0, 0.0, 0.0], [0.0, 0.0, 0.0], [0.0, 0.0, 0.0], [0.0, 0.0, 0.1], [-0.1, 0.0, 0.0], [0.0, 0.0, 0.0], [0.0, 0.0, 0.0], [-0.1, 0.1, -0.1], [0.0, 0.0, 0.0], [0.0, 0.0, 0.0], [0.1, 0.0, 0.0], [0.0, 0.0, -0.1], [0.0, 0.0, 0.1], [0.1, 0.0, -0.1], [-0.1, 0.2, 0.0], [0.1, 0.0, 0.0], [-0.1, 0.0, 0.0], [0.0, 0.0, 0.1], [0.0, 0.0, 0.0], [-0.1, -0.1, 0.0], [0.0, 0.0, 0.0], [0.0, 0.0, 0.0], [0.0, 0.0, -0.1], [0.0, 0.0, 0.0], [0.0, 0.0, 0.0], [0.0, 0.0, 0.0], [0.0, 0.0, 0.0], [0.0, 0.0, 0.0], [0.0, 0.0, 0.0], [0.0, 0.0, 0.0], [0.0, 0.0, 0.0], [0.0, 0.0, 0.0], [0.0, 0.0, 0.0], [0.0, 0.0, 0.0], [0.0, 0.0, -0.1], [0.0, 0.0, 0.1], [0.0, -0.1, 0.1], [-0.2, 0.1, -0.1], [0.0, 0.1, 0.0], [0.1, 0.0, 0.1], [0.0, 0.0, 0.2], [0.0, 1.4, 0.5], [0.6, 0.3, 0.0], [0.0, 0.0, 0.0], [0.0, 0.0, 0.0], [0.0, 0.0, 0.0], [0.0, 0.0, 0.0]]
}


{
  "formula": "C43H60Cl2KO6P3S2Si",
  "method": "ωB97M-V/def2-TZVPD",
  "charge": -2,
  "largest_force_ha_per_bohr": 0.0844,
  "orbital_gap_ev": 1.97,
  "species": ["K", "C", "C", "C", "P", "C", "C", "C", "C", "C", "C", "C", "C", "C", "Si", "C", "C", "C", "C", "C", "C", "P", "C", "C", "C", "C", "C", "C", "C", "C", "C", "C", "C", "C", "P", "C", "C", "C", "C", "C", "C", "H", "H", "H", "H", "H", "H", "H", "H", "H", "H", "H", "H", "H", "H", "H", "H", "H", "H", "H", "H", "H", "H", "H", "H", "H", "H", "H", "H", "H", "H", "H", "H", "H", "H", "H", "H", "H", "H", "H", "H", "H", "H", "H", "H", "H", "H", "H", "H", "H", "H", "H", "H", "H", "H", "O", "S", "O", "O", "C", "C", "C", "C", "C", "C", "S", "O", "O", "O", "H", "H", "H", "H", "Cl", "C", "Cl", "H", "H"],
  "xyz": [[0.33644, 0.17813, -5.50457], [-1.33475, -4.76673, 0.39579], [-2.32492, -3.98985, 1.32527], [-1.99558, -4.23740, 2.80404], [-2.19113, -2.12352, 1.03265], [-2.89493, -1.88086, -0.64567], [-4.24379, -2.62425, -0.99942], [-2.97848, -0.43318, -1.19131], [-3.33036, -1.31630, 2.24820], [-4.54054, -1.84066, 2.64672], [-5.23817, -0.99983, 3.56787], [-4.70056, 0.12220, 4.09666], [-3.56499, 0.71356, 3.55394], [-2.86485, 0.00481, 2.56145], [-1.10167, 0.40744, 1.84394], [0.17234, -0.25482, 3.13399], [-0.21468, -0.33639, 4.45692], [0.73231, -0.49930, 5.52229], [2.04027, -0.68259, 5.23169], [2.47477, -0.52862, 3.85494], [1.58280, -0.43875, 2.80223], [2.31721, -0.36057, 1.10585], [3.84148, 0.71201, 1.54398], [3.46228, 1.99406, 2.27934], [4.75156, 0.97230, 0.34310], [3.19694, -2.00108, 0.63196], [4.41533, -2.42317, 1.45813], [2.06280, -3.03536, 0.47460], [-0.84908, 2.34077, 2.09016], [-1.01599, 2.86459, 3.39626], [-0.45840, 4.08472, 3.80011], [0.17606, 4.86686, 2.84892], [0.25183, 4.47507, 1.50744], [-0.24985, 3.20872, 1.10606], [-0.45742, 2.80013, -0.66110], [0.89911, 3.70748, -1.67040], [2.12162, 2.76393, -1.82560], [1.27675, 5.18150, -1.38530], [-1.98820, 3.80540, -0.99909], [-2.30888, 3.93432, -2.52358], [-2.22377, 5.24557, -0.34644], [-0.31601, -4.62459, 0.75283], [-1.33413, -4.35265, -0.63105], [-1.59247, -5.87879, 0.43829], [-3.40372, -4.34487, 1.16999], [-1.03479, -3.80174, 3.06812], [-1.85324, -5.32232, 2.98588], [-2.75585, -3.88324, 3.54515], [-2.09794, -2.36758, -1.25760], [-5.10076, -2.15227, -0.41706], [-4.16933, -3.68883, -0.74727], [-4.42847, -2.56568, -2.07334], [-3.08364, 0.34695, -0.42088], [-2.08239, -0.19130, -1.82465], [-3.82906, -0.40792, -1.83237], [-4.91925, -2.78194, 2.23497], [-6.21232, -1.32772, 3.94653], [-5.21058, 0.66193, 4.91499], [-3.40850, 1.75104, 3.80374], [-1.24550, -0.26934, 4.74422], [0.31330, -0.47351, 6.52224], [2.79595, -0.92872, 6.02278], [3.54779, -0.57947, 3.61925], [4.51123, 0.10445, 2.21925], [3.38352, 1.94818, 3.35298], [2.48746, 2.39942, 1.91375], [4.29648, 2.73068, 2.11976], [4.29275, 1.67570, -0.34550], [4.97912, 0.07973, -0.21453], [5.70571, 1.33221, 0.69729], [3.54370, -1.67968, -0.39220], [4.04305, -2.90498, 2.35214], [5.15266, -1.64525, 1.72599], [5.00801, -3.26774, 0.99864], [1.42156, -3.02754, 1.37033], [2.42299, -4.07281, 0.27975], [1.39518, -2.73187, -0.38828], [-1.39412, 2.18105, 4.21553], [-0.59036, 4.36745, 4.83981], [0.67860, 5.78393, 3.15066], [0.66584, 5.07909, 0.75105], [0.37036, 3.76116, -2.66337], [2.18204, 2.17901, -2.74108], [2.21249, 2.02821, -1.03704], [3.12220, 3.32932, -1.73112], [2.04523, 5.26437, -0.61009], [0.42405, 5.86239, -1.17855], [1.71713, 5.62278, -2.30464], [-2.79274, 3.19724, -0.55532], [-1.84054, 4.81197, -2.97678], [-3.40554, 4.07226, -2.67679], [-2.01759, 3.01527, -3.10505], [-1.47623, 5.96295, -0.64811], [-2.18597, 5.13335, 0.75390], [-3.14803, 5.63809, -0.71131], [-0.47060, -1.87529, -4.39600], [-0.04781, -2.81759, -3.36886], [-1.00408, -3.92543, -3.35498], [0.14792, -2.14020, -2.07798], [1.62382, -3.32474, -3.69828], [1.64543, -4.58379, -4.27607], [2.79721, -5.13768, -4.86100], [3.86501, -4.28170, -5.05085], [3.89098, -3.00884, -4.52647], [2.76568, -2.51405, -3.80781], [3.09527, -0.77958, -3.36640], [2.95392, -0.14141, -4.71082], [4.40344, -0.76291, -2.69828], [2.04339, -0.30802, -2.46561], [0.70058, -5.18755, -4.31014], [2.87251, -6.18564, -5.06935], [4.71804, -4.60332, -5.69225], [4.66753, -2.29099, -4.72399], [-2.94297, 1.20430, -5.27918], [-3.83895, 2.77453, -5.73201], [-5.58640, 2.63088, -5.89165], [-3.44506, 3.12677, -6.65383], [-3.68511, 3.47403, -4.92600]],
  "forces_ev_per_a": [[0.5, -0.1, 0.7], [-1.0, -0.2, 0.3], [-1.6, 0.0, 0.0], [-0.2, -0.7, 0.5], [1.3, -0.4, 0.4], [-0.5, -0.7, -1.4], [0.3, 0.6, 1.4], [1.4, 0.1, 0.3], [0.6, 0.1, -1.5], [-0.2, 1.8, 0.7], [-1.1, -2.9, 0.0], [-0.4, 1.8, 0.5], [-0.5, -0.7, -1.1], [0.8, -0.2, 1.7], [-0.2, 0.1, -2.5], [0.4, 0.1, -0.4], [1.7, -0.1, 0.9], [-2.0, -0.2, -0.9], [2.2, 0.4, -1.0], [-0.2, -1.3, 1.5], [-0.5, 0.3, 1.2], [0.4, 1.0, -0.8], [0.6, -1.4, 0.9], [0.3, 1.2, -0.9], [-0.7, 0.0, 0.0], [0.1, 1.1, -0.7], [0.3, -1.3, -0.2], [-0.3, 0.1, -0.7], [0.2, 0.7, 0.8], [0.9, -0.7, 0.5], [-0.8, -0.7, -0.5], [0.6, 0.5, -0.3], [-1.0, -1.8, 1.1], [-0.6, 0.5, 1.3], [0.6, -0.5, -0.8], [-0.9, 0.2, -0.5], [1.7, 1.2, 0.5], [0.2, 0.4, -0.8], [-1.0, 1.7, -0.2], [-0.3, -0.9, 0.0], [1.0, -1.8, 0.2], [0.1, 0.0, 0.2], [-0.2, -0.6, 0.3], [0.4, 1.4, -0.3], [1.3, 0.2, 0.0], [0.1, 0.4, 0.0], [-0.2, 0.3, -0.1], [0.5, -0.1, -0.8], [-0.5, 0.2, 0.4], [0.9, -0.6, -0.8], [-0.2, 0.2, 0.0], [-0.1, 0.2, 0.0], [0.1, -0.3, -0.2], [-0.6, -0.1, 0.8], [-0.8, 0.2, -0.6], [0.0, 0.4, 0.3], [0.2, 0.0, 0.0], [0.0, -0.3, -0.5], [0.7, 0.0, 0.2], [-0.5, 0.3, -0.1], [0.3, -0.3, 0.2], [-0.7, 0.5, -0.8], [-0.6, -0.2, 0.4], [-0.7, 0.6, -0.4], [-0.2, -0.6, 0.4], [0.8, 0.0, 0.1], [-0.8, -0.3, -0.1], [0.1, 0.2, -0.1], [-0.2, -0.5, -0.3], [0.4, 0.5, 0.1], [-0.3, -0.4, 0.8], [0.0, 0.2, 0.7], [-0.5, -0.2, -0.2], [-0.6, 0.8, -0.1], [0.2, -0.2, -0.1], [-0.1, 0.6, 0.2], [0.7, -0.3, 0.9], [0.3, 0.9, -1.1], [0.3, 0.3, -0.1], [-0.2, 0.1, 0.0], [0.4, 0.8, -0.2], [0.4, -0.2, 0.7], [-0.3, 0.2, -0.1], [-0.4, -0.3, 0.3], [-1.4, -0.4, -0.3], [-0.2, 0.1, 0.0], [0.4, -0.7, 0.2], [0.1, -0.3, 0.3], [0.3, -0.1, -0.1], [0.3, -0.1, 0.1], [0.5, -0.1, 0.2], [-0.1, 0.8, 0.6], [0.4, 0.1, 0.0], [-0.3, 0.3, -0.6], [-1.0, 0.2, 0.1], [0.4, 0.7, -1.6], [-1.2, 1.6, 3.8], [1.3, -0.3, -0.1], [-0.8, -1.1, -1.0], [-0.3, -0.2, -1.9], [0.0, -2.0, -0.3], [-0.7, 1.2, 0.9], [1.6, -0.5, -0.9], [-1.8, 0.3, 0.5], [1.3, -0.2, -0.5], [-2.0, 1.0, 1.8], [0.7, -0.3, 0.4], [-0.4, -0.2, -1.6], [0.8, -0.3, -1.0], [1.0, 0.7, 0.4], [-0.2, -0.3, -0.6], [-0.5, 0.1, 0.7], [0.4, -0.2, 0.0], [-1.0, 1.3, -0.4], [0.3, -1.0, 1.0], [0.0, -0.4, -0.1], [0.4, 0.1, -0.6], [0.4, 0.0, 0.2]]
}


Which electronic energy belongs to each record? In order, -262327.00774; -156632.74872 eV.